A 2-piece molecular cluster, C6H14O overall, computed with the ωB97M-V functional and the def2-TZVPD basis.

Values from the calculation:
Energy relative to the best compared isomer or geometry (same formula, charge and spin): 3.873 eV
Orbital gap: 10.2 eV
Maximum force: 0.34 eV/A
HOMO energy: -0.3463 hartree
Total energy: -8493.0189 eV

Positions of all 21 atoms, in Å:
O1 -1.1748 -0.6516 1.8047
C1 -0.3499 -0.2480 -0.4519
C2 1.9018 -1.2594 -0.9329
C3 1.1141 -0.3327 -0.0066
C4 1.7744 1.0472 0.0416
C5 -1.3449 0.0060 0.6684
C6 -2.7692 0.2645 0.2242
H1 -3.1614 -0.7033 -0.1130
H2 -0.9726 1.3995 1.0409
H3 2.7913 0.9770 0.4433
H4 1.4813 -2.2715 -0.9321
H5 1.8867 -0.8867 -1.9658
H6 -2.8303 0.9875 -0.5948
H7 1.1037 -0.7666 1.0013
H8 -0.9355 0.6995 1.7246
H9 -3.3731 0.5918 1.0727
H10 1.8448 1.4734 -0.9678
H11 1.2189 1.7564 0.6654
H12 2.9502 -1.3282 -0.6212
H13 -0.6695 -1.2302 -0.8346
H14 -0.4859 0.4755 -1.2665

A 2-piece molecular cluster, C7H12 overall, computed with the ωB97M-V functional and the def2-TZVPD basis.

Values from the calculation:
Energy relative to the best compared isomer or geometry (same formula, charge and spin): 4.089 eV
Orbital gap: 11.3 eV
Maximum force: 6.26 eV/A
Structure (SMILES): C1CCCC1.C#C
HOMO energy: -0.3743 hartree
Total energy: -7449.3426 eV

Positions of all 19 atoms, in Å:
C1 0.3951 0.8655 1.0762
C2 -2.9078 -0.6953 -0.3034
C3 1.4916 0.1001 -0.9573
C4 0.1628 -0.7536 0.8935
C5 0.5103 1.1405 -0.4616
C6 -2.6528 0.4919 -0.1856
C7 1.2407 -1.1727 -0.1927
H1 2.5403 0.3052 -0.7976
H2 -3.0162 -1.6495 -0.5192
H3 -0.3062 1.4149 1.6325
H4 0.6359 2.2478 -0.6661
H5 1.3701 0.1766 -1.9704
H6 -2.7752 1.6404 -0.2148
H7 1.2905 0.9474 1.7195
H8 -0.4644 0.7084 -0.8322
H9 0.5416 -1.2560 1.7592
H10 0.5943 -1.9085 -0.8481
H11 2.1594 -1.6432 0.3322
H12 -0.8099 -0.9598 0.5357

One molecule with the formula C2H4BFO, computed with the ωB97M-V functional and the def2-TZVPD basis.

Values from the calculation:
Energy relative to the best compared isomer or geometry (same formula, charge and spin): 0.784 eV
Orbital gap: 10.7 eV
Maximum force: 2.85 eV/A
Structure (SMILES): BCC(=O)F
HOMO energy: -0.4095 hartree
Total energy: -7578.9502 eV

Positions of all 9 atoms, in Å:
F1 -2.0522 0.3477 -0.3450
O1 -1.2198 0.6188 1.5621
C1 0.0597 -0.6653 -0.0290
C2 -1.0545 0.0899 0.5096
B1 1.1171 0.4930 -0.5000
H1 0.7982 1.5522 -0.3444
H2 -0.2074 -1.3763 -0.9041
H3 2.2583 0.3573 -0.6786
H4 0.3006 -1.4173 0.7293

C36H42Cl2NOP3Zr as an isolated structure, computed with the ωB97M-V functional and the def2-TZVPD basis.

Values from the calculation:
Net charge: +2
Orbital gap: 7.7 eV
Maximum force: 3.92 eV/A
HOMO energy: -0.4774 hartree
Total energy: -95732.0934 eV

Positions of all 86 atoms, in Å:
Zr1 -0.3367 1.8909 0.3581
Cl1 -1.8997 2.9579 -1.1889
Cl2 0.5946 4.0201 1.2889
P1 3.4343 -0.6576 2.6945
P2 -1.1140 -1.7781 -1.6846
P3 1.4727 2.8053 -1.4880
O1 0.7843 -1.9496 1.5200
N1 -1.7993 2.1161 1.9764
C1 2.1824 -4.1665 -1.3381
C2 -3.1330 -3.4022 1.4770
C3 4.4186 -1.6422 1.5578
C4 -3.3957 -4.8830 -0.4190
C5 2.7278 -1.7156 3.9553
C6 3.1323 -3.4429 -2.0630
C7 -4.3005 5.8398 3.6630
C8 2.7582 -2.2841 -2.7480
C9 -2.6472 -4.0098 -1.2066
C10 -0.6912 -0.1569 -0.7679
C11 -3.6773 -0.7827 -4.6731
C12 -2.9285 3.8492 3.5104
C13 -3.2073 -1.5420 -5.7529
C14 -2.0489 -2.3136 -5.6117
C15 0.4976 -2.5428 -1.9292
C16 -2.1130 -2.8363 -0.6391
C17 0.3985 -0.1192 -0.0321
C18 1.3633 2.1045 -3.1614
C19 -3.8043 4.7777 2.9096
C20 1.4359 -1.8463 -2.7080
C21 -2.5744 3.9776 4.8688
C22 -3.9285 5.9807 5.0068
C23 4.3920 0.6860 3.3765
C24 -1.3715 -2.3411 -4.3925
C25 3.2118 2.5241 -1.0261
C26 1.5206 1.2562 1.8732
C27 -2.3673 -2.5278 0.7068
C28 -2.3420 2.8477 2.7215
C29 0.8620 -3.7190 -1.2591
C30 1.4736 4.5981 -1.8453
C31 -2.9979 -0.7923 -3.4519
C32 -3.0786 5.0442 5.6106
C33 -3.6427 -4.5802 0.9255
C34 2.0567 0.0451 1.7247
C35 1.3906 -0.9082 0.7209
C36 -1.8543 -1.5954 -3.3023
H1 1.8275 1.1114 -3.1914
H2 -3.7441 -1.5451 -6.7074
H3 -2.4679 -4.2223 -2.2625
H4 -3.3423 -0.1936 -2.6084
H5 1.8720 2.7789 -3.8631
H6 -2.7984 5.1434 6.6614
H7 -1.8940 3.2475 5.3092
H8 4.9199 1.2186 2.5748
H9 1.9822 4.7790 -2.8005
H10 -4.2416 -5.2651 1.5315
H11 -4.3037 6.8236 5.5880
H12 0.2958 -2.5731 0.9486
H13 2.4540 -5.0883 -0.8272
H14 3.7364 1.3842 3.9096
H15 -4.9733 6.5579 3.1905
H16 1.8874 1.9862 2.6059
H17 3.8770 2.9451 -1.7913
H18 0.1142 -4.2959 -0.7055
H19 -4.5816 -0.1847 -4.7828
H20 -0.4716 -2.9461 -4.2735
H21 5.2836 -2.0444 2.1019
H22 5.1291 0.2675 4.0738
H23 4.1636 -3.7998 -2.1095
H24 3.8274 -2.4748 1.1549
H25 -1.3607 0.6792 -1.0993
H26 2.0916 -2.4618 3.4616
H27 0.3056 2.0175 -3.4397
H28 2.1139 -1.1099 4.6331
H29 0.4382 4.9515 -1.9056
H30 -3.7909 -5.7943 -0.8681
H31 4.7746 -1.0119 0.7314
H32 -4.0604 4.6578 1.8550
H33 -3.3351 -3.1570 2.5204
H34 3.3952 1.4472 -0.9240
H35 3.5362 -2.2019 4.5158
H36 3.4027 2.9991 -0.0562
H37 3.4926 -1.7248 -3.3278
H38 -1.6644 -2.9091 -6.4408
H39 1.1338 -0.9621 -3.2766
H40 1.9784 5.1389 -1.0367
H41 2.1311 -1.3521 0.0280
H42 -1.9882 -1.6024 1.1450

C4H3CsMgO6 as an isolated structure, computed with the ωB97M-V functional and the def2-TZVPD basis.

Values from the calculation:
Net charge: -1
Energy relative to the best compared isomer or geometry (same formula, charge and spin): 0.659 eV
Expectation value of S²: 0.784
Orbital gap (spin up / spin down): 1.2 / 1.0 eV
Maximum force: 3.05 eV/A
2S+1: 2
HOMO energy (spin up / spin down): -0.0582 / -0.0522 hartree
Total energy: -22471.1408 eV

Positions of all 15 atoms, in Å:
Cs1 -5.1624 1.7850 1.3089
Mg1 5.8059 4.6086 4.9014
O1 4.7906 1.2944 4.5974
O2 4.9048 3.3124 3.6351
O3 -1.1350 -0.0807 1.5703
O4 1.0629 0.0019 1.4105
O5 -0.1417 1.8821 1.7932
O6 4.0502 1.6653 2.4887
C1 4.6199 2.0825 3.6733
C2 2.2438 0.7137 1.3721
C3 -0.1129 0.6429 1.6148
C4 2.9392 0.8653 2.5096
H1 3.8229 -1.8522 3.1669
H2 2.4889 1.2221 0.4404
H3 2.5354 0.6245 3.4940

A 2-piece molecular cluster, C4H11N3O2 overall, computed with the ωB97M-V functional and the def2-TZVPD basis.

Values from the calculation:
Energy relative to the best compared isomer or geometry (same formula, charge and spin): 2.879 eV
Orbital gap: 9.2 eV
Maximum force: 8.90 eV/A
Structure (SMILES): [H]/N=C(/N)NC.CC(=O)O
HOMO energy: -0.3211 hartree
Total energy: -12889.9512 eV

Positions of all 20 atoms, in Å:
O1 -0.3655 0.8824 -3.1301
O2 0.5465 -1.0652 -4.0050
N1 -0.2831 -0.0039 1.8977
N2 2.0319 -0.2922 2.4060
N3 1.2957 1.7388 2.7598
C1 -0.2991 -0.2722 -3.1876
C2 0.9407 0.5606 2.3363
C3 -0.9311 -1.3505 -2.2773
C4 -1.2936 0.9457 1.3102
H1 -2.1630 0.8344 1.9277
H2 0.4756 2.3506 2.7146
H3 -0.4816 -2.3100 -2.7197
H4 1.3142 -0.4346 -4.2973
H5 2.8611 -0.0710 2.6401
H6 1.9091 -1.2709 2.4547
H7 -1.2875 0.7103 0.3069
H8 -0.1212 -0.6575 1.1230
H9 -2.1157 -1.2953 -2.4773
H10 -0.7674 -1.0621 -1.2386
H11 -1.2661 2.0626 1.4559

One molecule with the formula C4H8S, computed with the ωB97M-V functional and the def2-TZVPD basis.

Values from the calculation:
Energy relative to the best compared isomer or geometry (same formula, charge and spin): 1.061 eV
Orbital gap: 8.4 eV
Maximum force: 3.25 eV/A
Structure (SMILES): CC(C)C=S
HOMO energy: -0.3181 hartree
Total energy: -15111.3245 eV

Positions of all 13 atoms, in Å:
S1 0.9117 -1.3842 -0.9921
C1 -0.1892 0.9276 0.4346
C2 0.1119 0.0635 -0.8039
C3 0.0919 0.2288 1.8007
C4 -1.6018 1.3324 0.2591
H1 -2.1656 0.4128 0.8023
H2 -1.7539 2.3149 0.8964
H3 1.1767 0.0210 2.0116
H4 -0.1309 0.5388 -1.8120
H5 -0.4578 -0.7457 1.7128
H6 -1.8676 1.6204 -0.8116
H7 -0.4044 0.8618 2.4803
H8 0.5396 1.8085 0.4511

C47H36IN7O2PRu as an isolated structure, computed with the ωB97M-V functional and the def2-TZVPD basis.

Values from the calculation:
Energy relative to the best compared isomer or geometry (same formula, charge and spin): 0.000 eV
Expectation value of S²: 0.776
Orbital gap (spin up / spin down): 5.4 / 6.9 eV
Maximum force: 1.18 eV/A
2S+1: 2
HOMO energy (spin up / spin down): -0.1992 / -0.2538 hartree
Total energy: -83822.4630 eV

Positions of all 95 atoms, in Å:
I1 6.4384 1.8269 1.2462
Ru1 0.6901 1.1708 0.8058
P1 -1.0491 -0.8566 -1.6749
O1 -0.1090 4.8703 -0.8138
O2 1.7201 3.3980 -2.5233
N1 -1.2782 -0.6850 2.2152
N2 0.0290 -0.5181 1.9806
N3 -0.5282 2.5304 1.8381
N4 2.2420 1.9104 2.0900
N5 2.0467 0.3976 -0.6311
N6 0.8515 2.7784 -0.4432
N7 -0.8214 0.2572 -0.5719
C1 0.8631 1.0000 -4.7185
C2 -4.0826 1.8098 0.3509
C3 0.0594 3.8600 -0.1669
C4 1.5774 2.6426 -1.5822
C5 3.0192 -2.1292 3.4265
C6 3.5749 -1.1110 -1.6802
C7 3.2976 1.5649 4.2046
C8 -3.0333 -0.4229 -3.6312
C9 -0.6727 3.6890 1.1658
C10 3.4543 1.9819 1.5240
C11 -1.1480 2.3951 3.0120
C12 -1.9677 0.6360 0.1937
C13 4.6200 1.7978 2.2451
C14 0.2630 -2.2367 3.7464
C15 0.1175 0.7367 -3.5820
C16 -5.3680 -0.8163 -3.2150
C17 1.5769 -0.0243 -5.3282
C18 -0.8110 -2.5823 -1.1825
C19 2.4770 -3.0054 4.3579
C20 3.8426 -0.1873 -2.6728
C21 0.8034 -1.5725 -3.6580
C22 -2.8964 1.5304 -0.3177
C23 2.6724 -0.7829 -0.6817
C24 -3.7522 -1.3055 -1.5088
C25 -0.3423 -5.1998 -0.3727
C26 -1.9367 3.3968 3.5543
C27 2.2992 1.2887 -1.6093
C28 2.1753 1.7234 3.4111
C29 -1.4508 4.7246 1.6371
C30 -1.1460 -4.9482 -1.4788
C31 -4.3634 1.1383 1.5357
C32 -3.4255 0.2757 2.0771
C33 3.1856 1.0321 -2.6357
C34 4.5463 1.5763 3.6118
C35 0.2203 -4.1480 0.3349
C36 0.8042 -1.3405 2.8068
C37 1.0937 -3.0433 4.5058
C38 -2.0997 4.5770 2.8535
C39 -4.3544 -0.3994 -4.0622
C40 0.0724 -0.5551 -3.0526
C41 2.1994 -1.3106 2.6676
C42 -1.3871 -3.6437 -1.8808
C43 -5.0660 -1.2748 -1.9383
C44 -2.7248 -0.8688 -2.3513
C45 -0.0127 -2.8429 -0.0747
C46 1.5574 -1.3041 -4.7932
C47 -2.1772 0.0588 1.4725
H1 -2.7242 5.3696 3.2443
H2 4.5497 -0.4101 -3.4613
H3 3.1156 -3.6423 4.9555
H4 -3.5245 -1.6612 -0.5110
H5 -0.4180 1.5392 -3.0865
H6 -5.2991 1.3097 2.0534
H7 -5.8549 -1.5975 -1.2720
H8 2.1577 0.1793 -6.2190
H9 2.4514 -1.4778 0.1129
H10 3.4821 2.2088 0.4692
H11 4.0937 -2.0768 3.2900
H12 0.3701 -2.0127 0.4985
H13 -1.5940 -5.7701 -2.0219
H14 -6.3971 -0.7874 -3.5496
H15 -3.6062 -0.2195 3.0242
H16 -1.0228 1.4391 3.5042
H17 -2.2496 -0.0990 -4.3026
H18 2.1284 -2.0969 -5.2591
H19 4.0520 -2.0814 -1.6649
H20 -1.5248 5.6179 1.0332
H21 -0.8093 -2.2835 3.8548
H22 1.1839 1.6976 3.8390
H23 -4.5867 -0.0536 -5.0608
H24 -2.0238 -3.4519 -2.7359
H25 -4.7887 2.5146 -0.0683
H26 -0.1691 -6.2199 -0.0543
H27 0.8196 -4.3329 1.2179
H28 -2.6865 1.9892 -1.2782
H29 2.6355 -0.6144 1.9635
H30 0.6511 -3.7212 5.2262
H31 0.8937 2.0045 -5.1189
H32 -2.4291 3.2292 4.5020
H33 5.4426 1.4231 4.1976
H34 3.3296 1.8032 -3.3795
H35 3.1851 1.3985 5.2663
H36 0.7806 -2.5739 -3.2466